Here is C47H76Br19F9IN2O5 as an isolated structure from the Open Molecules 2025 dataset. Energies are from wB97M-V/def2-TZVPD.

Summary:
lowest unoccupied orbital energy	-3.7	eV
relative energy (zero: lowest compared OMol25 entry of this formula, charge and spin)	1.418	eV
frontier orbital gap	0.273	hartree
total energy	-1426541.896	eV

```
! wB97M-V def2-TZVPD RIJCOSX def2/J DEFGRID3
* xyz 1 1
I -3.46 1.93 2.23
Br -9.92 -1.43 0.30
Br -6.46 -5.01 0.40
Br 8.30 -7.17 5.66
Br -10.47 -3.58 3.25
Br 6.49 -3.25 -8.65
Br 4.91 7.36 6.95
Br -9.83 -8.29 -3.49
Br 5.38 6.73 -1.92
Br 7.04 5.62 4.50
Br -8.79 -7.87 0.76
Br -4.01 0.57 -2.44
Br 7.94 3.08 -2.50
Br 2.17 -2.82 3.53
Br 2.77 0.82 3.08
Br -8.89 -11.47 -1.90
Br 4.66 -6.58 5.53
Br 9.91 0.65 -4.47
Br 2.10 5.73 -3.20
Br 6.68 -0.78 -5.92
F 5.57 -4.14 -0.34
F 5.34 -2.27 -3.29
F 2.65 -1.90 -2.66
F 3.71 -4.09 -1.55
F 6.64 -2.18 -1.53
F 5.23 -0.23 -0.99
F 3.69 0.01 -2.98
F 4.10 -1.84 -0.04
F -6.91 4.69 2.10
O -2.68 6.01 0.31
O 1.12 0.35 -1.80
O -6.53 -1.26 0.41
O -0.61 4.12 -3.22
O -0.77 -0.22 2.82
N -2.12 3.76 0.65
N -2.30 2.81 -0.39
C -6.68 0.05 -0.30
C 1.00 4.32 1.16
C 1.01 2.99 0.40
C 2.27 -0.10 -1.12
C -3.61 2.00 0.01
C 5.14 -1.72 -6.64
C 2.90 5.84 1.98
C -4.86 2.78 -0.37
C 5.47 -3.14 -7.00
C -9.07 -3.11 0.79
C 6.09 -5.83 4.44
C 2.98 -0.31 4.66
C -7.09 -7.76 -0.17
C 3.53 -1.67 4.32
C -1.80 0.28 -0.41
C -2.42 4.93 0.48
C -4.22 -0.60 0.05
C 0.13 -0.64 -2.05
C -1.30 -0.17 -1.84
C -5.98 3.10 0.63
C -2.27 3.31 -1.77
C 2.25 5.16 0.78
C -0.87 -1.62 2.94
C -10.92 -9.85 -3.10
C 7.07 7.48 5.07
C -1.19 1.72 -0.19
C -3.38 0.58 -0.51
C -10.55 -10.47 -1.78
C -6.09 -6.92 0.58
C 7.44 1.34 -3.21
C -1.12 4.24 -2.15
C -5.81 4.44 1.32
C -0.09 2.00 0.82
C 4.02 4.97 2.55
C 3.23 -0.85 -2.04
C 7.15 -6.85 4.13
C -10.05 -4.07 1.41
C 8.55 0.34 -3.10
C 4.47 -1.32 -1.23
C 6.79 7.61 6.54
C -5.59 -0.31 0.65
C 2.81 7.52 -2.87
C 5.35 -2.40 -1.94
C 5.04 -3.85 -1.55
C -1.37 -0.87 0.50
C -1.71 -0.79 1.99
C 4.26 7.60 -3.25
H 9.05 0.37 -2.14
H -0.62 1.82 -1.10
H 7.81 -6.49 3.34
H 0.14 4.93 0.90
H -3.75 -1.18 0.83
H 6.58 1.03 -2.61
H -1.43 0.61 -2.58
H 7.03 8.62 6.89
H 8.06 7.84 4.84
H 5.60 -5.50 3.52
H -6.74 -8.78 -0.25
H 2.21 8.18 -3.49
H 6.73 -7.81 3.84
H -8.68 -3.51 -0.13
H 6.34 8.00 4.46
H 2.01 -0.70 -0.25
H -10.80 -10.53 -3.94
H 3.85 -2.18 5.22
H 6.48 -4.98 4.98
H -9.62 -5.06 1.47
H -6.70 -0.33 -1.31
H -2.23 2.50 -2.49
H 0.39 -1.57 -1.54
H 4.84 4.96 1.85
H 2.95 4.54 0.23
H -10.41 -9.73 -1.00
H -0.26 -2.21 2.28
H 4.56 -3.71 -7.18
H -0.79 5.03 -1.47
H -6.26 2.31 1.31
H 4.37 5.38 3.49
H -4.58 3.77 -0.73
H 5.51 -4.50 -2.29
H -3.18 3.85 -2.03
H 8.18 -0.66 -3.29
H -6.87 3.26 0.02
H 4.39 -1.69 -5.85
H 7.12 1.51 -4.23
H 2.17 6.15 2.73
H -11.30 -11.19 -1.47
H 2.01 -0.35 5.14
H 0.41 1.04 0.92
H -5.75 5.22 0.55
H -5.09 -7.06 0.17
H 1.91 5.94 0.10
H -8.25 -2.86 1.46
H 2.80 0.77 -0.76
H 1.06 3.12 -0.68
H 7.34 6.89 7.14
H -7.56 0.46 0.16
H -1.80 -1.80 0.15
H -7.30 -7.38 -1.16
H -5.34 2.34 -1.24
H 3.36 6.75 1.61
H -0.44 2.22 1.82
H 4.47 7.13 -4.20
H -1.89 -1.05 -2.07
H -11.95 -9.49 -3.07
H -1.60 -1.99 3.64
H -2.75 -0.69 2.25
H 2.64 7.73 -1.82
H -4.52 -1.30 -0.72
H 6.07 -3.64 -6.24
H -6.08 -7.13 1.64
H -5.62 0.17 1.62
H -4.89 4.52 1.91
H 4.35 -1.62 3.61
H -10.99 -4.11 0.88
H 4.79 -1.14 -7.49
H 4.59 8.64 -3.28
H 1.96 2.54 0.68
H 3.66 3.95 2.66
H 1.06 4.09 2.22
H 3.68 0.23 5.30
H 0.19 -0.88 -3.11
H -0.29 -0.92 0.59
*
```

Here are the Mulliken charges for atoms 1 to 8, given in e: atom 1 (I): 0.353, atom 2 (Br): -0.175, atom 3 (Br): -0.069, atom 4 (Br): -0.126, atom 5 (Br): -0.150, atom 6 (Br): -0.152, atom 7 (Br): -0.139, atom 8 (Br): -0.137